{
  "formula": "C5H8O",
  "method": "ωB97M-V/def2-TZVPD",
  "elements": ["O", "C", "C", "C", "C", "C", "H", "H", "H", "H", "H", "H", "H", "H"],
  "coordinates": [[0.97890, -0.31306, 0.99157], [-0.40729, -0.12223, 0.83941], [1.76035, -0.01201, -0.14131], [-1.02035, -0.99969, -0.28055], [-0.81483, 0.13764, -1.26527], [-0.81993, 1.07032, -0.05570], [-0.22160, 1.98667, -0.08846], [-1.86365, 1.34969, 0.14259], [-0.82527, -0.19435, 1.84780], [1.20817, -0.15602, -1.09088], [2.10931, 1.02899, -0.12286], [-2.10273, -1.10440, -0.12209], [2.62095, -0.68518, -0.14813], [-0.60202, -1.98636, -0.50610]],
  "mulliken_charge": [-0.40, -0.09, -0.69, -0.36, -0.55, -0.38, 0.27, 0.31, 0.38, 0.39, 0.25, 0.32, 0.28, 0.26],
  "charge": 0,
  "e_lumo_ev": -0.1,
  "de_lowest_ev": 5.177,
  "homo_ev": -8.55,
  "orbital_gap_ev": 8.5,
  "spin_multiplicity": 1
}

***

{
  "formula": "C5H13ClNS",
  "method": "ωB97M-V/def2-TZVPD",
  "elements": ["Cl", "S", "N", "C", "C", "C", "C", "C", "H", "H", "H", "H", "H", "H", "H", "H", "H", "H", "H", "H", "H"],
  "coordinates": [[-3.69311, 0.33102, -0.29234], [-1.10053, -2.14155, 0.13542], [1.14856, -0.86641, -1.25472], [0.20718, 1.31987, -0.92468], [-0.50365, -0.49342, 0.61320], [1.83517, 0.40473, 0.73985], [-1.13836, 0.24176, 1.49168], [0.70378, 0.14450, -0.19131], [-1.96543, -0.10723, 2.19790], [0.60553, -1.67058, -0.99112], [-0.70504, 1.11420, 1.79177], [1.60504, 1.00179, 1.53307], [2.20180, -0.51820, 1.30090], [0.08916, 2.21964, -0.22939], [0.93906, 1.50789, -1.65748], [0.75933, -0.68268, -2.20498], [-1.69898, -2.36816, 1.26895], [2.64710, 0.77208, 0.16215], [2.14102, -0.77160, -1.26592], [-3.21913, -0.69863, -0.93870], [-0.85848, 1.26100, -1.28424]],
  "mulliken_charge": [-0.24, -0.28, -0.03, -1.56, 0.54, -1.66, -1.05, 0.67, 0.28, 0.21, 0.32, 0.44, 0.37, 0.37, 0.53, 0.38, 0.24, 0.52, 0.37, 0.26, 0.31],
  "charge": 1,
  "e_lumo_ev": -3.4,
  "de_lowest_ev": 0.569,
  "homo_ev": -13.07,
  "orbital_gap_ev": 9.7,
  "spin_multiplicity": 1
}

***

{
  "formula": "C2H10N2",
  "method": "ωB97M-V/def2-TZVPD",
  "elements": ["N", "N", "C", "C", "H", "H", "H", "H", "H", "H", "H", "H", "H", "H"],
  "coordinates": [[-0.96215, -0.60315, -0.42073], [1.62246, -0.64311, 0.42594], [1.51383, 0.65195, -0.26084], [-2.09992, 0.25920, 0.28048], [-2.49570, -0.14486, 1.24243], [-2.89037, 0.46758, -0.47682], [-1.68239, 1.24601, 0.60742], [2.64977, -0.54529, 0.92786], [2.45740, 1.32061, -0.54184], [-0.35367, -1.01831, 0.32523], [0.92508, 1.48480, 0.26594], [0.83947, 0.38535, -1.07184], [1.92326, -1.30820, -0.37503], [-1.44707, -1.55258, -0.92821]],
  "mulliken_charge": [-0.58, -0.67, -0.80, -0.65, 0.25, 0.28, 0.22, 0.29, 0.26, 0.31, 0.17, 0.44, 0.26, 0.23],
  "charge": 0,
  "e_lumo_ev": 1.1,
  "de_lowest_ev": 2.285,
  "smiles": "CN.CN",
  "homo_ev": -9.14,
  "orbital_gap_ev": 10.3,
  "spin_multiplicity": 1
}

***

{
  "formula": "C16H15Br2O9PtS2",
  "method": "ωB97M-V/def2-TZVPD",
  "elements": ["Pt", "Br", "Br", "S", "S", "O", "O", "O", "O", "O", "O", "O", "O", "O", "C", "C", "C", "C", "C", "C", "C", "C", "C", "C", "C", "C", "C", "C", "C", "C", "H", "H", "H", "H", "H", "H", "H", "H", "H", "H", "H", "H", "H", "H", "H"],
  "coordinates": [[1.05028, -0.88811, -0.58086], [3.29506, -1.35442, -1.57822], [3.29477, -4.27667, -0.21909], [-0.33343, -2.08619, -2.51594], [-1.82011, 0.25725, -0.40807], [0.29121, -0.70318, -2.45685], [-0.67334, -0.55800, 0.29795], [-2.72045, 0.61030, 0.63620], [-0.04692, -2.84299, -3.67858], [-1.26609, 1.25432, -1.26163], [0.70478, 4.91485, 2.00926], [1.73422, -1.34255, 1.21475], [0.23870, -2.68369, -1.23402], [1.63941, 0.94822, -0.32385], [1.15728, 2.90440, 0.78688], [1.29174, 1.64116, 3.27330], [0.57378, 5.63821, 0.78137], [-4.81340, -1.83221, -2.06428], [-2.84315, -2.73480, -3.07946], [-4.22688, -2.70359, -2.95821], [1.40334, 1.54033, 0.84381], [1.04859, 2.97320, 3.22310], [2.05550, -1.17087, 3.49933], [-2.06295, -1.88962, -2.30830], [0.97232, 3.61862, 1.96380], [-2.65241, -0.98619, -1.40406], [-4.02960, -0.97772, -1.29255], [1.73401, -0.51452, 2.19425], [1.46727, 0.86402, 2.09254], [3.26925, -3.30839, -1.84744], [-5.88910, -1.80220, -1.95773], [-2.36499, -3.41243, -3.77266], [1.50953, 5.61495, 0.22226], [-0.23798, 5.22647, 0.18132], [1.33188, 1.15238, 4.23626], [2.35122, -2.20058, 3.32236], [0.34163, 6.65787, 1.06762], [-4.49101, -0.29365, -0.59505], [4.17347, -3.48961, -2.41632], [1.16722, -1.16555, 4.13374], [1.09408, 3.36162, -0.18805], [-4.83183, -3.36354, -3.56377], [2.84925, -0.63732, 4.01922], [2.36845, -3.52235, -2.40946], [0.89540, 3.56280, 4.11510]],
  "mulliken_charge": [1.93, 0.04, -0.02, 1.42, 1.56, -0.61, -0.68, -0.69, -0.62, -0.56, -0.43, -0.59, -0.58, -0.94, -0.34, -1.08, -0.81, -0.64, -0.67, -0.65, 0.72, -0.96, -1.75, 0.71, 0.94, -0.46, -0.60, 1.77, -0.10, -0.45, 0.41, 0.53, 0.34, 0.35, 0.45, 0.35, 0.25, 0.56, 0.43, 0.43, 0.48, 0.42, 0.45, 0.21, 0.47],
  "charge": 1,
  "e_lumo_ev": -4.9,
  "de_lowest_ev": 0.000,
  "homo_ev": -11.90,
  "orbital_gap_ev": 7.0,
  "spin_multiplicity": 1
}

***

{
  "formula": "C3H10N2O2",
  "method": "ωB97M-V/def2-TZVPD",
  "elements": ["O", "O", "N", "N", "C", "C", "C", "H", "H", "H", "H", "H", "H", "H", "H", "H", "H"],
  "coordinates": [[0.83963, -0.51207, 1.58904], [3.29278, 0.15665, -0.01380], [-1.41719, -0.57149, 1.74780], [-1.74257, 0.94721, -0.49516], [-0.25232, -0.19020, 1.15491], [0.08322, -0.68607, -1.26908], [-0.40213, 0.34751, -0.27190], [-2.08229, 0.61716, -1.39985], [3.50157, 1.06360, 0.22783], [2.50978, -0.03568, 0.52480], [0.34541, -0.20245, -2.18223], [0.29209, 1.19918, -0.25064], [-2.21784, -0.13703, 1.31688], [0.92447, -1.24602, -0.88269], [-0.72830, -1.38284, -1.50230], [-1.57558, 1.91932, -0.74142], [-1.37073, -1.28678, 2.44781]],
  "mulliken_charge": [-0.68, -0.64, -0.41, -0.76, 0.33, -1.43, 0.54, 0.23, 0.30, 0.36, 0.33, 0.28, 0.23, 0.39, 0.42, 0.28, 0.24],
  "charge": 0,
  "e_lumo_ev": 0.8,
  "de_lowest_ev": 0.532,
  "smiles": "C[C@@H](N)C(N)=O.O",
  "homo_ev": -9.77,
  "orbital_gap_ev": 10.5,
  "spin_multiplicity": 1
}

***

{
  "formula": "C5H14",
  "method": "ωB97M-V/def2-TZVPD",
  "elements": ["C", "C", "C", "C", "C", "H", "H", "H", "H", "H", "H", "H", "H", "H", "H", "H", "H", "H", "H"],
  "coordinates": [[-0.57615, -0.86721, -2.33255], [0.58852, -0.11795, 1.54072], [-1.87962, -0.04397, -2.09733], [2.04143, -0.10730, 1.12122], [0.01546, 1.05921, 2.30473], [0.40292, -1.06668, 2.06261], [-2.71006, -0.32913, -1.46292], [-2.21320, 0.06153, -3.13121], [-1.64014, 1.00299, -1.85532], [2.32165, -1.01724, 0.60333], [-0.06642, -1.39880, -1.52305], [-1.04310, 0.88009, 2.47883], [0.15282, 1.99587, 1.74816], [-1.01284, -1.70822, -2.88378], [0.19589, -0.35454, -2.89438], [2.71320, 0.10216, 1.95181], [0.52716, 1.29611, 3.24581], [2.24614, 0.75976, 0.47036], [-0.06363, -0.14667, 0.65292]],
  "mulliken_charge": [-0.78, 0.32, -0.92, -1.17, -1.26, 0.26, 0.31, 0.33, 0.27, 0.31, 0.28, 0.32, 0.31, 0.29, 0.22, 0.37, 0.36, 0.29, -0.11],
  "charge": 0,
  "e_lumo_ev": 1.1,
  "de_lowest_ev": 0.636,
  "smiles": "CCC.CC",
  "homo_ev": -11.07,
  "orbital_gap_ev": 12.2,
  "spin_multiplicity": 1
}

***

What did the fifth record say?
{
  "formula": "C3H10N2O2",
  "method": "ωB97M-V/def2-TZVPD",
  "elements": ["O", "O", "N", "N", "C", "C", "C", "H", "H", "H", "H", "H", "H", "H", "H", "H", "H"],
  "coordinates": [[0.83963, -0.51207, 1.58904], [3.29278, 0.15665, -0.01380], [-1.41719, -0.57149, 1.74780], [-1.74257, 0.94721, -0.49516], [-0.25232, -0.19020, 1.15491], [0.08322, -0.68607, -1.26908], [-0.40213, 0.34751, -0.27190], [-2.08229, 0.61716, -1.39985], [3.50157, 1.06360, 0.22783], [2.50978, -0.03568, 0.52480], [0.34541, -0.20245, -2.18223], [0.29209, 1.19918, -0.25064], [-2.21784, -0.13703, 1.31688], [0.92447, -1.24602, -0.88269], [-0.72830, -1.38284, -1.50230], [-1.57558, 1.91932, -0.74142], [-1.37073, -1.28678, 2.44781]],
  "mulliken_charge": [-0.68, -0.64, -0.41, -0.76, 0.33, -1.43, 0.54, 0.23, 0.30, 0.36, 0.33, 0.28, 0.23, 0.39, 0.42, 0.28, 0.24],
  "charge": 0,
  "e_lumo_ev": 0.8,
  "de_lowest_ev": 0.532,
  "smiles": "C[C@@H](N)C(N)=O.O",
  "homo_ev": -9.77,
  "orbital_gap_ev": 10.5,
  "spin_multiplicity": 1
}